(1)
Here is a molecular structure, C54H56BrIO3P2SSc at a distorted geometry from OMol25. Energies are from ωB97M-V/def2-TZVPD.

Summary:
frontier orbital gap	0.223	Eh

ORCA input file:
```
! RIJCOSX wB97M-V def2-TZVPD def2/J DEFGRID3
* xyz 1 1
Sc -1.53 1.71 1.19
O 3.06 -2.90 3.07
S 1.83 -2.09 2.79
C 0.71 -2.38 4.21
C 0.71 -3.63 4.79
C 0.06 -3.83 5.99
C -0.58 -2.78 6.59
C -0.70 -1.55 5.99
C -0.06 -1.34 4.73
P -0.16 0.27 3.92
C 0.17 1.41 5.28
C 1.31 1.18 6.00
C 1.75 2.08 6.97
C 1.02 3.22 7.27
C -0.12 3.47 6.52
C -0.58 2.56 5.56
C -1.95 0.27 3.60
C -2.90 0.65 4.59
C -4.24 0.69 4.20
C -4.65 0.54 2.90
C -3.74 0.09 1.91
C -2.37 -0.07 2.25
C 1.09 -3.02 1.44
C -0.02 -3.83 1.60
C -0.55 -4.50 0.52
C 0.07 -4.41 -0.73
C 1.13 -3.50 -0.92
C 1.71 -2.86 0.20
P 3.30 -2.02 0.05
C 4.46 -3.41 -0.05
C 5.82 -3.16 0.19
C 6.76 -4.17 0.07
C 6.37 -5.47 -0.27
C 5.03 -5.76 -0.38
C 4.06 -4.76 -0.31
C 3.27 -1.41 -1.68
C 4.34 -1.73 -2.61
C 4.32 -1.21 -3.91
C 3.27 -0.42 -4.33
C 2.23 -0.05 -3.46
C 2.23 -0.59 -2.15
H 1.22 -4.49 4.32
H 0.16 -4.78 6.50
H -1.10 -2.91 7.53
H -1.28 -0.77 6.48
H 1.91 0.25 5.83
H 2.62 1.86 7.54
H 1.38 3.91 8.03
H -0.67 4.38 6.67
H -1.48 2.80 4.99
H -2.68 0.85 5.64
H -4.99 0.90 4.96
H -5.69 0.71 2.60
H -4.11 -0.27 0.98
H -1.78 -0.84 1.70
H -0.48 -3.94 2.56
H -1.47 -5.10 0.68
H -0.27 -5.01 -1.55
H 1.56 -3.34 -1.92
H 6.19 -2.19 0.42
H 7.80 -3.95 0.32
H 7.08 -6.30 -0.43
H 4.74 -6.81 -0.50
H 2.97 -4.99 -0.42
H 5.14 -2.38 -2.36
H 5.08 -1.48 -4.60
H 3.22 -0.08 -5.36
H 1.39 0.63 -3.76
H 1.40 -0.36 -1.49
C -2.14 -1.20 -6.49
C -1.99 0.32 -6.17
C -0.59 0.77 -6.72
C -3.10 1.15 -6.86
C -2.05 0.56 -4.65
C -1.77 -0.42 -3.69
C -1.94 -0.16 -2.34
Br -1.90 -1.49 -1.00
C -2.25 1.17 -1.93
O -2.03 1.58 -0.68
C -2.76 2.09 -2.87
C -2.46 1.84 -4.19
C -3.55 3.39 -2.49
C -2.58 4.54 -2.75
C -4.14 3.41 -1.02
C -4.79 3.62 -3.40
H -2.36 -1.42 -7.57
H -3.02 -1.63 -5.97
H -1.28 -1.79 -6.19
H -0.54 0.56 -7.81
H 0.20 0.15 -6.21
H -0.37 1.83 -6.50
H -3.39 0.79 -7.87
H -2.80 2.22 -7.01
H -3.99 1.14 -6.25
H -1.49 -1.43 -3.94
H -2.64 2.60 -4.93
H -1.50 4.44 -2.41
H -2.96 5.45 -2.29
H -2.57 4.76 -3.81
H -3.35 3.69 -0.28
H -4.58 2.43 -0.71
H -4.91 4.18 -0.98
H -4.52 3.88 -4.49
H -5.35 4.53 -3.05
H -5.52 2.85 -3.41
I -2.22 4.01 2.67
C 2.41 3.41 -0.26
C 2.81 3.02 1.17
C 1.78 1.93 1.47
O 0.58 2.28 0.77
C 0.90 3.41 -0.13
H 2.76 2.64 -0.96
H 2.80 4.38 -0.66
H 2.72 3.94 1.79
H 3.87 2.68 1.25
H 1.61 1.82 2.50
H 2.17 0.95 1.14
H 0.53 4.30 0.37
H 0.48 3.22 -1.14
*
```


(2)
Here is a single C26H33N3O4S molecule from OMol25. Energies are from ωB97M-V/def2-TZVPD.

Summary:
frontier orbital gap	0.333	Eh
structure (SMILES)	CCC(=O)N1CCc2cc(S(=O)(=O)N[C@H](Cc3ccccc3)C(=O)NC3CCCCC3)ccc21

ORCA input file:
```
! RIJCOSX wB97M-V def2-TZVPD def2/J DEFGRID3
* xyz 0 1
C 6.92 -1.64 2.24
H 7.85 -1.89 2.75
H 6.16 -1.44 2.99
C 6.51 -2.79 1.31
C 5.27 -2.40 0.53
O 5.35 -1.80 -0.52
N 4.06 -2.72 1.10
C 2.82 -2.40 0.56
C 2.53 -1.84 -0.68
C 1.20 -1.59 -0.98
C 0.20 -1.90 -0.07
C 0.48 -2.48 1.15
C 1.80 -2.74 1.46
C 2.39 -3.34 2.69
H 2.20 -2.70 3.56
H 1.96 -4.33 2.90
C 3.89 -3.43 2.37
H 4.49 -2.96 3.15
H 4.21 -4.47 2.25
H -0.32 -2.71 1.83
S -1.48 -1.48 -0.43
O -2.38 -2.40 0.20
O -1.62 -1.25 -1.85
N -1.63 -0.04 0.39
H -2.46 0.03 0.96
C -1.20 1.19 -0.25
C -0.49 2.11 0.74
C 0.71 1.44 1.35
C 0.64 0.87 2.61
C 1.75 0.27 3.18
C 2.95 0.23 2.49
C 3.02 0.77 1.22
C 1.91 1.37 0.66
H 1.98 1.81 -0.33
H 3.95 0.73 0.67
H 3.82 -0.22 2.94
H 1.68 -0.15 4.18
H -0.29 0.90 3.16
H -1.20 2.39 1.52
H -0.19 3.01 0.21
H -0.52 0.89 -1.05
C -2.42 1.91 -0.88
O -2.84 2.96 -0.43
N -2.95 1.23 -1.91
H -2.54 0.33 -2.13
C -4.18 1.61 -2.60
C -5.37 1.58 -1.64
C -6.66 1.93 -2.39
C -6.53 3.30 -3.04
C -5.34 3.34 -3.99
C -4.06 2.99 -3.24
H -3.87 3.72 -2.45
H -3.20 3.00 -3.92
H -5.50 2.62 -4.80
H -5.24 4.33 -4.43
H -6.40 4.06 -2.26
H -7.45 3.54 -3.58
H -7.50 1.91 -1.70
H -6.84 1.18 -3.16
H -5.20 2.30 -0.85
H -5.46 0.58 -1.19
H -4.32 0.86 -3.38
H 0.92 -1.17 -1.93
H 3.32 -1.60 -1.37
H 7.30 -2.95 0.58
H 6.36 -3.71 1.88
H 7.07 -0.74 1.66
*
```


(3)
Here is a molecular structure, C22H35O3Ti at a distorted geometry from OMol25. Energies are from ωB97M-V/def2-TZVPD.

Summary:
frontier orbital gap (alpha / beta)	0.215 / 0.274	Eh
<S²>	0.7550

ORCA input file:
```
! RIJCOSX wB97M-V def2-TZVPD def2/J DEFGRID3
* xyz 0 2
O 0.56 -1.92 -1.91
C 0.24 -1.88 -3.40
C -0.35 -3.28 -3.34
H 1.19 -1.76 -3.98
H -0.46 -1.09 -3.63
C 0.23 -3.35 -1.91
H 0.13 -4.09 -3.87
H -1.45 -3.30 -3.42
C 1.59 -4.06 -1.94
H 2.32 -3.49 -2.52
H 1.54 -5.04 -2.42
H 1.98 -4.20 -0.92
C -0.86 -3.84 -1.01
H -1.83 -3.46 -1.33
H -0.70 -3.60 0.02
H -0.94 -4.92 -1.14
Ti 0.45 -0.08 -0.77
C -1.68 0.45 0.34
C -1.43 1.49 -0.61
C -1.41 0.89 -1.91
H -1.45 2.55 -0.42
C -1.75 -0.50 -1.77
C -1.84 -0.78 -0.37
H -2.10 -1.75 0.06
H -1.85 0.60 1.40
H -1.27 1.41 -2.86
H -2.08 -1.15 -2.58
C 1.12 0.20 1.39
C 0.49 -1.09 1.46
C 1.25 -1.99 0.66
H -0.33 -1.38 2.10
C 2.37 -1.29 0.12
C 2.34 0.04 0.62
H 3.15 0.75 0.54
H 0.81 1.11 1.90
H 1.11 -3.07 0.62
H 3.17 -1.71 -0.49
O 2.56 -2.37 -4.57
C 2.21 -3.72 -5.04
C 2.73 -3.92 -6.46
H 1.13 -3.87 -5.21
H 2.55 -4.45 -4.31
C 2.99 -2.48 -6.96
H 1.91 -4.41 -7.02
H 3.60 -4.60 -6.53
C 2.88 -1.54 -5.75
H 2.25 -2.25 -7.73
H 3.96 -2.39 -7.45
H 2.06 -0.81 -5.85
H 3.82 -0.97 -5.57
C 0.74 3.65 -2.38
C 1.49 2.89 -1.28
C 1.29 3.47 0.11
O 1.20 1.43 -1.32
H -0.34 3.69 -2.23
H 0.96 3.19 -3.36
H 1.15 4.67 -2.38
H 2.56 2.99 -1.50
H 0.27 3.35 0.50
H 1.98 3.01 0.82
H 1.54 4.54 0.02
*
```